Entry 1:
The following is a DFT calculation (wB97M-V/def2-TZVPD) of 10 unconnected molecules or ions with the total composition C38H76F9O34P3S4.

Values from the calculation:
* Kohn-Sham gap: 10.754 eV
* SMILES string: CCOC(=O)C(F)(F)F.CCOC(=O)C(F)(F)F.CCOC(=O)C(F)(F)F.CCOP(=O)(OCC)OCC.CCOP(=O)(OCC)OCC.CCOP(=O)(OCC)OCC.O=S1(=O)OCCO1.O=S1(=O)OCCO1.O=S1(=O)OCCO1.O=S1(=O)OCCO1
* strongest force on any atom: 5.49 eV Å⁻¹
* molecular weight: 1469.16 g/mol

XYZ file:
```
164
Properties=species:S:1:pos:R:3:mulliken_charge:R:1
C 5.961 -2.176 4.078 -1.009
C 5.639 -3.407 3.398 -0.226
O 5.067 -3.312 2.096 -0.229
C 4.321 -4.333 1.599 0.125
O 4.111 -5.389 2.166 -0.547
C 3.635 -3.863 0.278 1.162
F 2.911 -2.841 0.534 -0.238
F 4.509 -3.408 -0.614 -0.277
F 2.916 -4.935 -0.170 -0.236
H 5.130 -1.509 4.308 0.019
H 6.531 -1.495 3.446 0.396
H 6.555 -2.339 4.977 0.376
H 5.099 -4.099 4.044 0.416
H 6.561 -3.959 3.217 0.278
C 1.223 1.556 7.892 -1.121
C 2.506 1.031 7.490 -0.306
O 2.474 -0.246 6.955 -0.246
C 2.757 -1.366 7.662 0.315
O 3.195 -1.347 8.848 -0.582
C 2.603 -2.700 6.906 0.922
F 3.807 -3.188 6.501 -0.245
F 2.118 -3.512 7.804 -0.264
F 1.738 -2.534 5.922 -0.177
H 0.513 1.360 7.089 0.186
H 1.101 2.630 8.034 0.376
H 0.939 1.107 8.844 0.352
H 3.148 1.008 8.371 0.498
H 3.051 1.580 6.722 0.301
C 0.748 -0.503 -0.832 -0.650
C 0.317 0.437 0.316 1.182
O 0.854 0.078 1.537 -0.314
C 0.446 0.768 2.621 0.182
O -0.452 1.568 2.655 -0.300
C 1.265 0.444 3.913 0.874
F 0.500 -0.185 4.861 -0.273
F 2.211 -0.366 3.548 -0.311
F 1.874 1.545 4.367 -0.271
H 0.189 -0.177 -1.709 0.007
H 0.519 -1.537 -0.574 0.146
H 1.811 -0.480 -1.069 0.327
H -0.766 0.328 0.371 -0.507
H 0.564 1.468 0.063 -0.158
C -1.608 1.395 -4.683 -0.161
C -1.825 2.931 -4.894 -0.569
O -1.270 3.393 -3.710 -0.294
S 0.270 2.761 -3.520 0.826
O 0.736 2.915 -2.149 -0.298
O 1.250 3.115 -4.577 -0.614
O -0.538 1.279 -3.795 0.049
H -1.498 0.737 -5.545 0.371
H -2.454 1.057 -4.085 0.074
H -2.902 3.087 -4.831 0.352
H -1.339 3.377 -5.762 0.362
C -0.374 4.844 0.242 1.636
C -1.069 5.405 -1.007 0.190
O -0.084 6.218 -1.646 -0.531
S 1.227 6.624 -0.713 1.177
O 1.265 8.073 -0.464 -0.620
O 2.442 5.995 -1.182 -0.593
O 0.630 5.840 0.610 -0.386
H 0.079 3.882 0.000 -0.556
H -1.028 4.736 1.107 -0.642
H -1.732 6.172 -0.606 0.507
H -1.465 4.720 -1.757 -0.167
C 3.523 4.318 1.890 -0.096
C 3.544 5.727 2.312 -0.470
O 2.328 5.991 3.067 -0.354
S 1.661 4.619 3.693 0.779
O 0.203 4.593 3.650 -0.315
O 2.280 4.315 4.976 -0.507
O 2.297 3.744 2.423 -0.001
H 4.398 3.765 2.233 0.358
H 3.456 4.250 0.805 0.186
H 3.439 6.409 1.468 0.176
H 4.343 6.119 2.942 0.308
C -0.219 -3.796 -2.385 0.539
C -1.203 -4.560 -3.239 -0.230
O -1.550 -3.826 -4.379 -0.392
S -1.284 -2.225 -4.138 0.864
O -2.317 -1.569 -3.268 -0.261
O -0.929 -1.550 -5.403 -0.580
O 0.085 -2.687 -3.262 -0.284
H 0.728 -4.275 -2.139 0.276
H -0.629 -3.321 -1.493 -0.522
H -2.091 -4.912 -2.714 0.137
H -0.644 -5.413 -3.624 0.316
C 2.651 -0.814 -4.093 -0.753
C 3.537 -2.023 -4.272 -0.462
O 3.050 -2.610 -5.466 -0.010
P 3.369 -4.148 -5.738 0.938
O 2.618 -5.023 -4.813 -0.797
O 3.128 -4.380 -7.373 -0.370
C 1.830 -4.566 -7.894 -0.311
C 0.801 -3.562 -7.420 -0.886
O 4.980 -4.140 -5.695 -0.335
C 5.678 -3.324 -6.610 -0.175
C 6.627 -4.303 -7.305 -1.278
H 2.611 -0.070 -4.889 0.423
H 1.634 -1.186 -3.966 -0.173
H 2.939 -0.257 -3.202 0.481
H 4.539 -1.610 -4.386 0.266
H 3.540 -2.729 -3.441 0.390
H 1.844 -4.521 -8.983 0.320
H 1.604 -5.607 -7.662 0.270
H 1.162 -2.536 -7.487 0.262
H -0.028 -3.629 -8.125 0.485
H 0.434 -3.709 -6.404 0.050
H 4.996 -2.879 -7.335 0.330
H 6.221 -2.490 -6.166 0.364
H 7.240 -4.814 -6.562 0.314
H 6.102 -5.091 -7.845 0.265
H 7.187 -3.654 -7.979 0.399
C -1.885 7.879 2.298 -1.065
C -3.049 6.820 2.600 -0.216
O -2.996 6.082 1.410 -0.128
P -4.240 5.072 1.073 0.698
O -5.441 5.795 0.610 -0.814
O -4.379 4.206 2.457 -0.456
C -3.471 3.254 2.865 1.517
C -3.964 2.814 4.275 -1.570
O -3.555 3.992 0.035 0.177
C -4.373 2.892 -0.305 -0.573
C -3.799 2.224 -1.563 -0.868
H -2.008 8.351 1.324 0.295
H -2.006 8.701 3.005 0.493
H -0.926 7.367 2.381 0.127
H -2.742 6.255 3.480 0.165
H -3.976 7.373 2.751 0.409
H -3.387 2.444 2.141 -0.419
H -2.453 3.642 2.907 -0.212
H -4.829 2.169 4.123 0.389
H -3.166 2.133 4.573 0.338
H -4.148 3.660 4.936 0.358
H -4.436 2.089 0.429 0.234
H -5.385 3.287 -0.401 0.464
H -3.559 2.922 -2.365 0.251
H -2.777 1.978 -1.274 -0.022
H -4.347 1.334 -1.870 0.448
C -6.318 -6.093 1.286 -1.200
C -4.833 -5.970 1.213 -0.220
O -4.366 -4.636 1.339 -0.306
P -3.218 -4.094 0.343 0.048
O -2.134 -5.057 -0.078 -0.747
O -4.077 -3.664 -0.950 -0.060
C -5.377 -3.112 -0.738 -0.206
C -5.543 -1.614 -1.101 -0.909
O -2.803 -2.673 0.971 0.579
C -3.237 -2.154 2.193 -0.318
C -3.248 -0.655 2.250 -0.543
H -6.704 -5.600 0.394 0.293
H -6.561 -7.154 1.352 0.384
H -6.876 -5.583 2.071 0.303
H -4.391 -6.409 2.108 0.283
H -4.384 -6.385 0.311 0.345
H -6.015 -3.504 -1.530 0.294
H -5.836 -3.309 0.230 0.331
H -4.954 -0.911 -0.512 -0.035
H -5.328 -1.588 -2.169 0.270
H -6.529 -1.229 -0.843 0.437
H -4.306 -2.246 2.385 0.152
H -2.670 -2.686 2.958 0.431
H -2.415 -0.280 1.656 -0.539
H -4.190 -0.201 1.940 0.365
H -3.012 -0.225 3.223 0.554
```


Entry 2:
The following is a DFT calculation (wB97M-V/def2-TZVPD) of a molecular structure, C38H78BBrF3N4O18P2S6.

Values from the calculation:
* Kohn-Sham gap: 5.844 eV
* total charge: +1
* strongest force on any atom: 12.71 eV Å⁻¹
* molecular weight: 1281.11 g/mol

XYZ file:
```
151
Properties=species:S:1:pos:R:3:mulliken_charge:R:1
C -1.215 -2.540 4.405 -0.394
C -1.573 -3.883 3.483 -0.099
O -1.717 -3.597 2.052 -0.099
P -0.199 -3.485 1.214 0.519
O -0.558 -3.743 -0.340 -0.734
C 0.390 -1.672 1.297 -0.473
C 2.006 -1.446 1.245 0.362
C 2.484 -0.031 0.523 -1.543
N 3.759 0.475 1.143 1.336
C 5.011 -0.385 0.866 -0.506
C 5.291 -1.497 2.070 -0.731
C 3.730 1.635 1.847 -1.507
N 5.079 2.172 2.372 1.040
B 5.173 1.685 3.784 -0.433
O 6.557 1.627 4.379 -0.664
C 3.975 1.136 4.767 0.877
C 4.440 0.976 6.361 -1.180
C 4.983 3.619 2.015 0.178
C 6.157 4.704 2.278 -0.581
C 6.920 4.745 3.700 -0.835
C 5.059 3.600 0.339 -0.557
N 6.136 2.692 -0.200 -0.513
C 3.384 4.024 2.308 -0.536
Br 3.462 4.987 4.106 -0.004
P 2.648 5.489 1.252 0.487
O 1.504 4.904 0.077 -0.410
O 1.995 6.736 2.277 -0.472
N 2.734 2.674 2.220 0.807
S 1.140 2.359 2.699 0.819
O 0.159 2.567 1.477 -0.565
O 1.075 0.879 3.249 -0.475
C 0.373 3.383 4.067 0.437
F 0.178 4.837 3.702 -0.178
F 0.997 3.203 5.409 -0.181
F -1.036 2.856 4.224 -0.173
O 0.980 -4.689 1.612 -0.440
C 1.724 -4.411 2.841 0.484
C 2.160 -5.765 3.697 -1.070
H -0.155 -2.096 4.189 -0.162
H -1.999 -1.687 4.222 0.171
H -1.230 -2.788 5.573 0.363
H -2.658 -4.210 3.861 0.291
H -0.880 -4.807 3.737 0.197
H -0.158 -1.174 2.215 0.047
H -0.056 -1.122 0.336 0.385
H 2.479 -2.334 0.648 0.526
H 2.400 -1.517 2.369 -0.087
H 1.632 0.748 0.376 0.474
H 2.785 -0.367 -0.586 0.459
H 5.993 0.248 0.786 0.222
H 4.839 -0.951 -0.157 0.489
H 6.352 -1.297 2.522 0.355
H 4.511 -1.378 2.966 0.047
H 5.300 -2.598 1.650 0.274
H 6.613 2.256 5.163 0.303
H 3.128 1.942 4.764 -0.281
H 3.578 0.070 4.409 0.037
H 4.652 2.069 6.791 0.265
H 5.428 0.340 6.395 0.307
H 3.560 0.504 7.011 0.355
H 5.712 5.789 2.054 0.341
H 7.006 4.560 1.449 0.368
H 6.308 4.356 4.634 0.055
H 7.304 5.851 3.929 0.318
H 7.903 4.076 3.644 0.260
H 5.380 4.708 0.023 0.426
H 4.031 3.433 -0.182 0.079
H 6.892 2.484 0.486 0.333
H 5.767 1.843 -0.679 0.337
H 1.910 5.173 -0.820 0.291
H 2.088 7.639 1.848 0.361
H 1.205 -3.691 3.601 0.072
H 2.757 -3.910 2.515 -0.053
H 2.645 -6.559 2.965 0.284
H 1.281 -6.193 4.346 0.262
H 3.019 -5.411 4.428 0.323
C -7.022 -2.643 2.175 -0.257
C -6.546 -2.407 0.742 -0.549
C -5.124 -1.854 0.816 -0.838
S -4.417 -2.492 2.328 1.366
O -4.174 -1.383 3.227 -0.836
O -3.394 -3.465 2.003 -0.588
C -5.876 -3.355 2.879 -1.077
H -7.942 -3.234 2.206 0.435
H -7.221 -1.680 2.661 0.044
H -6.543 -3.360 0.198 0.367
H -7.208 -1.723 0.203 0.316
H -4.520 -2.182 -0.033 0.374
H -5.122 -0.762 0.876 0.383
H -5.947 -3.313 3.967 0.462
H -5.795 -4.394 2.546 0.442
C -0.109 5.382 -5.034 -0.799
C 0.264 3.901 -4.992 0.036
C 1.782 3.813 -4.848 -0.694
S 2.290 5.301 -4.000 0.993
O 3.097 6.094 -4.904 -0.666
O 2.731 4.961 -2.662 -0.574
C 0.669 6.035 -3.901 -0.680
H -1.186 5.533 -4.921 0.371
H 0.196 5.812 -5.995 0.320
H -0.217 3.428 -4.127 0.327
H -0.079 3.372 -5.887 -0.260
H 2.081 2.941 -4.261 0.353
H 2.276 3.793 -5.823 0.399
H 0.743 7.119 -3.999 0.473
H 0.242 5.773 -2.928 0.290
C -1.266 -0.998 -6.324 -0.693
C -1.341 -1.422 -7.790 -0.590
C -1.505 -0.155 -8.627 -0.715
S -0.734 1.162 -7.697 1.215
O -1.759 2.103 -7.296 -0.668
O 0.478 1.576 -8.373 -0.717
C -0.293 0.171 -6.282 -0.433
H -0.936 -1.818 -5.680 0.290
H -2.256 -0.674 -5.982 0.354
H -0.410 -1.931 -8.070 0.219
H -2.163 -2.122 -7.967 0.427
H -1.015 -0.248 -9.599 0.378
H -2.560 0.100 -8.764 0.340
H -0.374 0.766 -5.371 0.369
H 0.738 -0.169 -6.421 0.336
C -10.408 1.088 1.217 -0.725
C -11.720 0.757 1.927 -0.614
C -11.795 -0.763 2.066 -0.758
S -10.106 -1.343 2.127 1.275
O -9.850 -2.139 0.945 -0.655
O -9.814 -1.821 3.463 -0.691
C -9.342 0.253 1.909 -0.502
H -10.177 2.156 1.268 0.370
H -10.479 0.807 0.159 0.311
H -11.723 1.219 2.921 0.302
H -12.585 1.146 1.381 0.333
H -12.313 -1.058 2.982 0.343
H -12.279 -1.221 1.199 0.359
H -8.427 0.152 1.322 0.250
H -9.111 0.651 2.901 0.368
C 1.077 -6.167 -4.591 -0.618
C 2.470 -6.052 -5.208 -0.596
C 2.536 -4.715 -5.945 -0.735
S 1.396 -3.625 -5.106 1.267
O 0.314 -3.303 -6.012 -0.683
O 2.146 -2.605 -4.399 -0.766
C 0.808 -4.824 -3.927 -0.669
H 1.018 -6.989 -3.872 0.364
H 0.337 -6.351 -5.379 0.301
H 3.224 -6.072 -4.413 0.264
H 2.683 -6.886 -5.884 0.335
H 3.540 -4.287 -5.912 0.359
H 2.207 -4.814 -6.984 0.370
H -0.249 -4.654 -3.715 0.367
H 1.398 -4.712 -3.012 0.345
```